This record from the OMol25 dataset describes 2 unconnected molecules or ions with the total composition C16H18N2O2 at a distorted geometry. The level of theory is ωB97M-V with the def2-TZVPD basis set.

Calculated values
Largest force on an atom ... 2.68 eV Å⁻¹
Net charge ... 0
HOMO level ... -6.51 eV
Orbital gap ... 5.39 eV
Relative energy (zero: lowest compared OMol25 entry of this formula, charge and spin) ... 6.830 eV

Cartesian coordinates (Å):
1 C 2.235 3.058 -1.750
2 C 1.333 2.229 -0.884
3 C 1.723 0.935 -0.516
4 C 0.929 0.148 0.302
5 C -0.269 0.671 0.859
6 C -1.000 0.035 1.896
7 N -0.697 -1.225 2.366
8 O -1.336 -1.713 3.359
9 O 0.219 -1.902 1.815
10 C -0.700 1.955 0.413
11 C 0.091 2.711 -0.434
12 H 1.898 4.096 -1.780
13 H 3.251 3.051 -1.341
14 H 2.291 2.683 -2.782
15 H 2.669 0.533 -0.880
16 H 1.224 -0.861 0.565
17 H -1.852 0.543 2.360
18 H -1.659 2.312 0.798
19 H -0.246 3.701 -0.747
20 C -0.551 1.975 5.997
21 N 0.599 1.467 5.251
22 C 1.906 1.825 5.660
23 C 2.752 2.462 4.743
24 C 3.911 3.079 5.227
25 C 4.298 2.894 6.564
26 C 3.509 2.126 7.434
27 C 2.291 1.611 6.991
28 C 0.400 0.610 4.257
29 H -0.243 2.855 6.576
30 H -1.327 2.269 5.280
31 H -0.950 1.196 6.659
32 H 2.453 2.522 3.693
33 H 4.504 3.705 4.554
34 H 5.211 3.366 6.936
35 H 3.825 1.935 8.461
36 H 1.642 1.018 7.639
37 H 1.276 0.221 3.731
38 H -0.594 0.185 4.167


This record from the OMol25 dataset describes a single C16H18N2O4S2 molecule at a distorted geometry. The level of theory is ωB97M-V with the def2-TZVPD basis set.

Calculated values
Largest force on an atom ... 1.21 eV Å⁻¹
Net charge ... 0
HOMO level ... -9.36 eV
Orbital gap ... 9.24 eV
Relative energy (zero: lowest compared OMol25 entry of this formula, charge and spin) ... 0.672 eV
SMILES ... Cc1nc(COC(=O)c2ccc(S(=O)(=O)N3CCCC3)cc2)cs1

Cartesian coordinates (Å):
1 C 4.404 1.951 4.050
2 C 4.080 2.570 2.746
3 N 4.022 1.947 1.628
4 C 3.710 2.762 0.586
5 C 3.574 2.187 -0.786
6 O 2.225 1.746 -0.973
7 C 2.040 0.550 -1.540
8 O 2.930 -0.157 -1.940
9 C 0.597 0.191 -1.624
10 C -0.392 0.979 -1.039
11 C -1.717 0.594 -1.134
12 C -2.044 -0.567 -1.809
13 S -3.770 -1.081 -1.894
14 O -3.934 -1.885 -3.067
15 O -4.584 0.084 -1.718
16 N -4.061 -2.071 -0.587
17 C -3.925 -1.469 0.720
18 C -2.522 -1.855 1.225
19 C -2.135 -3.091 0.392
20 C -3.334 -3.321 -0.548
21 C -1.074 -1.347 -2.413
22 C 0.252 -0.968 -2.318
23 C 3.515 4.066 0.926
24 S 3.739 4.292 2.613
25 H 4.569 0.886 3.908
26 H 5.300 2.403 4.473
27 H 3.587 2.100 4.756
28 H 3.792 2.942 -1.547
29 H 4.244 1.329 -0.906
30 H -0.115 1.881 -0.516
31 H -2.510 1.190 -0.709
32 H -4.088 -0.397 0.633
33 H -4.698 -1.890 1.370
34 H -2.540 -2.074 2.291
35 H -1.815 -1.043 1.059
36 H -1.964 -3.964 1.019
37 H -1.227 -2.901 -0.179
38 H -3.059 -3.600 -1.562
39 H -4.001 -4.087 -0.142
40 H -1.374 -2.224 -2.963
41 H 1.038 -1.552 -2.773
42 H 3.262 4.891 0.292


This record from the OMol25 dataset describes a single C16H18N2OS molecule. The level of theory is ωB97M-V with the def2-TZVPD basis set.

Calculated values
Largest force on an atom ... 0.65 eV Å⁻¹
Net charge ... 0
HOMO level ... -7.87 eV
Orbital gap ... 8.60 eV
Relative energy (zero: lowest compared OMol25 entry of this formula, charge and spin) ... 0.547 eV
SMILES ... Cc1ccc(SCCC(=O)NCc2ccccn2)cc1

Cartesian coordinates (Å):
1 C -3.781 0.687 -5.682
2 C -3.500 0.095 -4.334
3 C -2.252 -0.441 -4.043
4 C -1.968 -0.976 -2.800
5 C -2.942 -0.969 -1.811
6 S -2.713 -1.643 -0.187
7 C -0.903 -1.676 0.032
8 C -0.300 -0.277 0.070
9 C 1.213 -0.409 0.167
10 O 1.913 -0.650 -0.797
11 N 1.698 -0.313 1.420
12 C 3.113 -0.319 1.699
13 C 3.458 0.710 2.742
14 C 4.780 1.061 2.998
15 C 5.038 2.000 3.980
16 C 3.973 2.555 4.674
17 C 2.694 2.138 4.347
18 N 2.442 1.240 3.409
19 C -4.197 -0.438 -2.090
20 C -4.470 0.083 -3.338
21 H -3.302 0.105 -6.466
22 H -4.850 0.727 -5.873
23 H -3.389 1.704 -5.732
24 H -1.484 -0.447 -4.803
25 H -0.990 -1.394 -2.623
26 H -0.459 -2.279 -0.760
27 H -0.758 -2.189 0.983
28 H -0.706 0.283 0.912
29 H -0.539 0.248 -0.857
30 H 1.130 0.027 2.184
31 H 3.647 -0.128 0.762
32 H 3.423 -1.310 2.062
33 H 5.581 0.607 2.434
34 H 6.053 2.297 4.202
35 H 4.132 3.292 5.446
36 H 1.825 2.534 4.855
37 H -4.952 -0.443 -1.318
38 H -5.450 0.491 -3.540


This record from the OMol25 dataset describes a molecular structure, C16H18N2PtS2Se4. The level of theory is ωB97M-V with the def2-TZVPD basis set.

Calculated values
Largest force on an atom ... 0.62 eV Å⁻¹
Net charge ... 0
HOMO level (spin up / spin down) ... -6.70 / -7.14 eV
Orbital gap (spin up / spin down) ... 6.27 / 4.88 eV
Relative energy (zero: lowest compared OMol25 entry of this formula, charge and spin) ... 0.000 eV
2S+1 ... 5
<S²> ... 6.027

Cartesian coordinates (Å):
1 Pt -0.903 -1.026 -0.537
2 C -0.767 2.248 -1.554
3 N -0.738 1.469 -0.310
4 C 0.520 1.579 0.401
5 C 1.665 0.975 -0.401
6 N 1.412 -0.415 -0.869
7 C 1.515 -0.527 -2.337
8 C 2.348 -1.335 -0.234
9 C 3.715 -1.173 -0.439
10 C 4.626 -2.025 0.157
11 C 4.162 -3.050 0.974
12 C 2.810 -3.212 1.180
13 C 1.876 -2.357 0.580
14 S 0.175 -2.620 0.876
15 C -1.935 1.741 0.440
16 C -1.964 2.651 1.483
17 C -3.156 2.911 2.149
18 C -4.317 2.270 1.752
19 C -4.288 1.352 0.712
20 C -3.103 1.067 0.046
21 S -3.027 -0.174 -1.199
22 H -0.740 3.323 -1.332
23 H -1.680 2.010 -2.096
24 H 0.079 2.000 -2.189
25 H 0.416 1.050 1.352
26 H 0.790 2.624 0.623
27 H 2.547 0.978 0.241
28 H 1.909 1.599 -1.263
29 H 2.480 -0.161 -2.703
30 H 0.712 0.041 -2.804
31 H 1.408 -1.574 -2.614
32 H 4.064 -0.367 -1.072
33 H 5.685 -1.893 -0.011
34 H 4.860 -3.726 1.450
35 H 2.450 -4.010 1.815
36 H -1.058 3.160 1.783
37 H -3.171 3.612 2.972
38 H -5.249 2.466 2.263
39 H -5.189 0.824 0.427
40 Se -2.586 -1.705 2.044
41 Se -3.129 -3.749 1.359
42 Se -3.510 -3.797 -1.017
43 Se -1.719 -3.054 -2.098


This record from the OMol25 dataset describes a molecular structure, C16H19ClN6O4S2 at a distorted geometry. The level of theory is ωB97M-V with the def2-TZVPD basis set.

Calculated values
Largest force on an atom ... 19.62 eV Å⁻¹
Net charge ... 0
HOMO level ... -8.48 eV
Orbital gap ... 8.34 eV
Relative energy (zero: lowest compared OMol25 entry of this formula, charge and spin) ... 19.936 eV

Cartesian coordinates (Å):
1 N 2.395 -2.862 2.452
2 C 2.752 -1.601 1.960
3 N 3.929 -1.323 1.296
4 C 4.039 -0.239 0.836
5 N 3.232 0.670 0.841
6 C 1.987 0.617 1.698
7 N 1.232 1.698 2.006
8 H 1.624 2.648 1.194
9 H 0.266 1.771 1.860
10 C 1.724 -0.601 2.128
11 H 0.685 -0.504 2.657
12 S 5.306 0.197 -0.219
13 C 4.972 1.613 -0.746
14 C 3.473 1.996 -0.862
15 O 2.804 2.895 -0.807
16 N 2.923 0.822 -1.560
17 C 1.753 0.176 -1.626
18 C 0.584 0.981 -1.089
19 C -0.506 0.527 -1.138
20 C -0.848 -0.817 -1.417
21 C 0.202 -1.562 -2.176
22 C 1.381 -0.877 -1.981
23 Cl 2.826 -1.773 -2.699
24 H 0.054 -2.512 -2.281
25 H -1.797 -1.141 -1.712
26 S -1.810 1.361 -0.233
27 O -1.436 1.318 1.138
28 O -2.191 2.675 -0.998
29 N -3.279 0.248 -0.151
30 C -4.450 0.816 -0.546
31 H -4.324 1.609 -1.533
32 C -5.473 -0.322 -1.055
33 H -6.415 0.118 -1.106
34 O -5.579 -1.295 0.152
35 C -4.342 -1.772 0.542
36 H -4.450 -2.139 1.442
37 C -3.278 -0.594 0.709
38 H -2.319 -0.998 1.349
39 H -3.663 -0.006 1.784
40 H -4.026 -2.188 -0.192
41 H -4.993 -0.927 -1.645
42 H -5.028 1.526 0.450
43 H 0.646 2.009 -0.805
44 H 3.651 0.029 -1.920
45 H 5.414 2.065 -1.612
46 H 5.383 2.437 0.135
47 H 1.712 -3.127 3.099
48 H 3.256 -3.644 2.383


This record from the OMol25 dataset describes a molecular structure, C16H19CoN3O7 at a distorted geometry. The level of theory is ωB97M-V with the def2-TZVPD basis set.

Calculated values
Largest force on an atom ... 2.36 eV Å⁻¹
Net charge ... 0
HOMO level (spin up / spin down) ... -8.47 / -8.72 eV
Orbital gap (spin up / spin down) ... 8.15 / 8.33 eV
Relative energy (zero: lowest compared OMol25 entry of this formula, charge and spin) ... 0.030 eV
2S+1 ... 4
<S²> ... 3.757

Cartesian coordinates (Å):
1 Co -1.274 0.262 -0.255
2 C 3.458 1.430 -0.142
3 C 2.164 2.049 -0.674
4 C 2.489 3.278 -1.525
5 O 1.313 2.509 0.428
6 C 1.376 1.054 -1.642
7 O 2.063 0.569 -2.548
8 O 0.144 0.831 -1.482
9 H 3.868 1.919 0.753
10 H 4.205 1.521 -0.977
11 H 3.328 0.351 0.118
12 H 3.170 3.895 -0.940
13 H 1.599 3.887 -1.698
14 H 2.915 2.939 -2.500
15 H 1.873 3.117 0.930
16 C -2.114 2.133 4.449
17 O -2.000 0.899 3.661
18 C -1.713 1.005 2.371
19 O -1.506 -0.086 1.779
20 N -1.601 2.221 1.814
21 N -1.438 2.304 0.381
22 H -2.349 1.807 5.456
23 H -2.921 2.736 4.067
24 H -1.178 2.714 4.421
25 H -1.824 3.063 2.344
26 H -0.467 2.548 0.214
27 H -2.141 2.956 -0.056
28 O -4.590 -1.214 -1.973
29 C -3.509 -0.950 -1.452
30 O -3.141 0.209 -1.058
31 C -2.466 -1.988 -1.190
32 C -2.663 -3.313 -1.683
33 C -1.536 -4.080 -1.761
34 C -0.269 -3.612 -1.273
35 C 0.968 -4.211 -1.569
36 C 2.075 -3.849 -0.783
37 C 2.043 -2.821 0.150
38 C 0.880 -2.084 0.334
39 C -0.258 -2.385 -0.508
40 N -1.330 -1.567 -0.664
41 H -3.670 -3.593 -1.997
42 H -1.571 -5.028 -2.215
43 H 0.992 -5.073 -2.222
44 H 2.995 -4.474 -0.802
45 H 2.869 -2.615 0.834
46 H 0.743 -1.262 1.083